C3H7NO2 | ωB97M-V/def2-TZVPD

```
13
Properties=species:S:1:pos:R:3:forces:R:3
C -2.0619 0.0136 0.3103 0.1 -0.1 0.1
C -1.1635 -0.8267 0.8367 -0.1 0.3 0.1
O -0.8951 -2.0789 0.4130 -0.2 0.0 -0.2
C 1.4612 0.5616 -0.0123 0.5 0.2 -0.4
O 0.6605 1.0933 -0.9485 -0.1 -0.2 0.2
N 2.7192 0.7750 -0.4000 -0.1 -0.1 0.2
H -2.2239 0.9866 0.7622 0.1 -0.2 0.0
H -2.6944 -0.2649 -0.5310 0.1 0.0 0.1
H -0.2486 0.8918 -0.6618 0.1 0.0 -0.1
H -0.5184 -0.5539 1.6646 -0.1 0.0 -0.1
H -1.4635 -2.2824 -0.3430 0.1 0.0 0.1
H 3.4702 0.4330 0.1754 -0.1 0.1 -0.1
H 2.9583 1.2519 -1.2657 -0.1 0.0 0.1
```
Forces are in eV/Å.

## Properties
Max |F|: 0.662 eV Å⁻¹
HOMO level: -8.61 eV
Energy above the lowest of the compared OMol25 structures with the same formula, charge and spin: 3.011 eV
Frontier orbital gap: 9.58 eV
E: -323.67030 a.u.

Taken from the natural (NBO) analysis, the atomic charges in e are: C -0.63; C 0.19; O -0.66; C 0.26; O -0.72; N -0.82; H 0.22; H 0.20; H 0.51; H 0.21; H 0.47; H 0.40; H 0.38